Arrangement a

{
  "formula": "C4H12NO3",
  "method": "wB97M-V/def2-TZVPD",
  "e_lumo_ev": 3.86,
  "homo_ev": -3.74,
  "charge": -1,
  "symbols": ["C", "C", "C", "O", "N", "C", "O", "H", "H", "H", "H", "H", "H", "H", "H", "H", "H", "H", "H", "O"],
  "xyz": [[0.71837, -0.18465, 0.16697], [0.76749, -1.22902, -1.01315], [-0.16321, -2.47583, -0.88710], [-1.47821, -2.19287, -0.48157], [-0.65175, 0.37941, 0.36489], [-0.65759, 1.22201, 1.66820], [0.02525, 2.36034, 1.64557], [0.96792, -0.62640, 1.13450], [1.38373, 0.63556, -0.05163], [0.73660, -0.65836, -1.94532], [1.76338, -1.66841, -0.91122], [-0.23025, -2.93086, -1.88713], [0.23365, -3.24501, -0.21229], [-1.46075, -1.21827, 0.05518], [-1.06967, 0.95875, -0.35356], [-1.75503, 1.40923, 1.78780], [-0.37087, 0.46384, 2.42848], [0.56953, 2.64104, 0.23339], [-0.06440, 3.40945, -1.00341], [0.73581, 2.95004, -0.73859]]
}

---

Arrangement b

{
  "formula": "C4H12NO3",
  "method": "wB97M-V/def2-TZVPD",
  "e_lumo_ev": 4.10,
  "homo_ev": -3.93,
  "charge": -1,
  "symbols": ["C", "C", "C", "O", "N", "C", "O", "H", "H", "H", "H", "H", "H", "H", "H", "H", "H", "H", "H", "O"],
  "xyz": [[-1.16485, 0.46173, -0.09663], [0.14580, 1.23963, -0.82090], [0.08391, 1.11098, -2.39049], [1.28346, 0.64236, -0.49241], [-1.11212, -0.91662, -0.29006], [-0.54109, -1.63381, 0.89032], [0.86523, -1.51541, 0.98469], [-2.14457, 0.90444, -0.53033], [-1.04039, 0.96151, 0.92258], [0.17317, 2.32198, -0.60969], [-0.90611, 1.30628, -2.80309], [0.87405, 1.64426, -2.89788], [0.40202, 0.22247, -2.71650], [1.10015, -0.46820, 0.45013], [-0.60340, -1.16627, -1.10950], [-0.71689, -2.72746, 0.72000], [-1.01055, -1.27941, 1.88121], [1.32424, -0.89023, 2.36314], [1.27855, 0.30370, 3.24924], [1.70936, -0.52192, 3.29615]]
}

---

On energetic grounds, arrangement a is preferred over the next structure by 0.0282 hartree.

---

Arrangement a

{
  "formula": "C25H72N4O11",
  "method": "wB97M-V/def2-TZVPD",
  "e_lumo_ev": 0.51,
  "homo_ev": -8.67,
  "smiles": "COC[C@H](C)N.COC[C@H](C)N.COCCNCCOC.COCCNCCOC.CO.CO.CO.CO.CO",
  "symbols": ["C", "O", "C", "C", "C", "N", "H", "H", "H", "H", "H", "H", "H", "H", "H", "H", "H", "C", "O", "C", "C", "C", "N", "H", "H", "H", "H", "H", "H", "H", "H", "H", "H", "H", "C", "O", "C", "C", "N", "C", "C", "O", "C", "H", "H", "H", "H", "H", "H", "H", "H", "H", "H", "H", "H", "H", "H", "H", "C", "O", "C", "C", "N", "C", "C", "O", "C", "H", "H", "H", "H", "H", "H", "H", "H", "H", "H", "H", "H", "H", "H", "H", "C", "O", "H", "H", "H", "H", "C", "O", "H", "H", "H", "H", "C", "O", "H", "H", "H", "H", "C", "O", "H", "H", "H", "H", "C", "O", "H", "H", "H", "H"],
  "xyz": [[-1.96131, 5.83906, 2.58605], [-1.39377, 4.56711, 2.78529], [-2.13768, 3.56944, 2.12751], [-1.41661, 2.24710, 2.27019], [-0.27968, 2.08423, 1.27178], [-2.39339, 1.15594, 2.05039], [-1.33183, 6.57529, 3.08173], [-2.97921, 5.88944, 2.98954], [-2.00050, 6.09731, 1.51852], [-3.14732, 3.49802, 2.56061], [-2.23825, 3.84026, 1.06499], [-0.96919, 2.20499, 3.27405], [0.05096, 1.04455, 1.23339], [0.59729, 2.67147, 1.55027], [-0.61415, 2.40286, 0.28384], [-3.14800, 1.27879, 2.72179], [-1.95740, 0.26484, 2.29660], [-0.79664, -0.32356, -4.94692], [-0.47804, -1.61192, -5.40460], [0.61733, -2.19339, -4.71489], [1.93185, -1.42360, -4.80271], [2.28378, -1.07983, -6.23447], [3.03257, -2.20032, -4.21648], [-0.96686, -0.30818, -3.85937], [-1.72175, -0.01592, -5.43441], [-0.03057, 0.41895, -5.19719], [0.33239, -2.30421, -3.65843], [0.79728, -3.17599, -5.15515], [1.88444, -0.50084, -4.21495], [3.20715, -0.51021, -6.27940], [1.47986, -0.51611, -6.70948], [2.36163, -2.01097, -6.80644], [3.25139, -2.98232, -4.83078], [2.71376, -2.63059, -3.34881], [2.28015, 1.17409, 9.38754], [2.34429, 0.88496, 8.02271], [1.23694, 0.12298, 7.59029], [1.32947, -0.04307, 6.09511], [0.14986, -0.74342, 5.60798], [0.10663, -0.93166, 4.18375], [-1.15453, -1.68033, 3.79958], [-1.24810, -1.68005, 2.38751], [-2.44327, -2.29175, 1.93992], [2.18595, 0.25762, 9.98951], [1.43864, 1.83658, 9.62565], [3.21204, 1.65991, 9.67254], [0.29063, 0.62000, 7.85540], [1.26413, -0.85837, 8.08184], [2.22717, -0.61644, 5.85549], [1.43238, 0.94573, 5.61892], [-0.69309, -0.32518, 5.97682], [0.98458, -1.49181, 3.85149], [0.14310, 0.02758, 3.63054], [-2.02278, -1.16160, 4.23484], [-1.10269, -2.71464, 4.15451], [-2.41482, -2.33320, 0.85459], [-3.32144, -1.72049, 2.26119], [-2.50689, -3.31497, 2.32795], [0.57022, -1.12818, -1.07295], [1.84803, -1.63695, -1.32510], [2.67015, -1.62906, -0.16550], [3.86513, -2.49874, -0.42512], [4.68621, -1.90772, -1.47379], [5.61504, -2.85332, -2.07118], [6.68026, -3.30598, -1.09547], [7.45875, -4.28800, -1.74322], [8.03291, -5.22003, -0.85906], [0.02693, -1.04415, -2.01401], [0.57044, -0.12025, -0.63252], [0.01242, -1.76643, -0.37539], [2.10343, -1.94705, 0.71744], [3.01996, -0.60109, 0.01640], [3.52908, -3.51731, -0.70520], [4.41425, -2.62705, 0.51329], [4.02761, -1.56402, -2.16210], [6.11647, -2.34232, -2.89536], [5.10213, -3.73739, -2.48469], [6.21885, -3.72729, -0.19431], [7.28648, -2.43422, -0.82213], [8.77055, -4.74044, -0.19883], [8.55625, -5.95511, -1.46357], [7.26127, -5.67358, -0.22835], [-4.20128, 0.93717, -4.81175], [-4.71254, 2.17395, -4.32440], [-4.22073, 0.15692, -4.04596], [-4.70984, 0.62616, -5.72529], [-3.14811, 1.08886, -5.05146], [-5.66584, 2.10134, -4.22940], [-1.16450, 4.73479, -1.92213], [-2.32197, 5.46903, -1.51457], [-1.46953, 3.97463, -2.65449], [-0.45633, 5.37429, -2.45522], [-0.69361, 4.23371, -1.08581], [-2.67963, 5.88533, -2.30412], [-2.59234, 0.98317, -1.48563], [-2.66980, -0.08489, -0.57664], [-3.39199, 1.71198, -1.31256], [-1.65180, 1.54600, -1.38107], [-2.61769, 0.63409, -2.51486], [-2.58376, 0.30438, 0.31004], [-4.06340, -2.72280, -1.78089], [-4.27513, -4.02716, -1.23483], [-3.07711, -2.33866, -1.51737], [-4.17436, -2.71058, -2.86835], [-4.79593, -2.04092, -1.35207], [-4.04579, -4.67533, -1.90386], [-5.12651, 3.96696, -0.34005], [-4.67626, 5.27798, 0.00027], [-6.21111, 3.90473, -0.24384], [-4.82096, 3.72461, -1.35871], [-4.72712, 3.25183, 0.39143], [-3.79579, 5.31995, -0.40337]]
}

---

Arrangement b

{
  "formula": "C25H72N4O11",
  "method": "wB97M-V/def2-TZVPD",
  "e_lumo_ev": 0.46,
  "homo_ev": -9.33,
  "smiles": "NC(N)=O.NC(N)=O.CC(C)O.CC(C)O.CC(C)O.CC(C)O.CC(C)O.CCO.CCO.CCO.CCO",
  "symbols": ["N", "C", "N", "O", "H", "H", "H", "H", "N", "C", "N", "O", "H", "H", "H", "H", "C", "C", "C", "O", "H", "H", "H", "H", "H", "H", "H", "H", "C", "C", "C", "O", "H", "H", "H", "H", "H", "H", "H", "H", "C", "C", "C", "O", "H", "H", "H", "H", "H", "H", "H", "H", "C", "C", "C", "O", "H", "H", "H", "H", "H", "H", "H", "H", "C", "C", "C", "O", "H", "H", "H", "H", "H", "H", "H", "H", "C", "C", "O", "H", "H", "H", "H", "H", "H", "C", "C", "O", "H", "H", "H", "H", "H", "H", "C", "C", "O", "H", "H", "H", "H", "H", "H", "C", "C", "O", "H", "H", "H", "H", "H", "H"],
  "xyz": [[10.27559, -5.64892, 4.46871], [11.16537, -5.41696, 5.41815], [10.65132, -4.88459, 6.43970], [12.35657, -5.69438, 5.36415], [10.64150, -6.14336, 3.66762], [9.30431, -5.47558, 4.68471], [9.72729, -4.48747, 6.34706], [11.31778, -4.74812, 7.18623], [11.81972, -9.16878, 1.64998], [11.83483, -8.14061, 2.41552], [12.25163, -8.46322, 3.55278], [11.59512, -7.02112, 2.05937], [12.00413, -10.08661, 2.02902], [11.38298, -9.09024, 0.74268], [12.53664, -7.78997, 4.24963], [12.66383, -9.38501, 3.57493], [10.79249, -7.88312, -2.82423], [10.71568, -8.22899, -1.30172], [9.41440, -8.03361, -0.58072], [11.09637, -9.58705, -1.24293], [11.79461, -8.06554, -3.21227], [10.67476, -6.79963, -2.84120], [9.98788, -8.40045, -3.34679], [11.52348, -7.59415, -0.93769], [8.61955, -8.51629, -1.14933], [9.04996, -7.00771, -0.63367], [9.45897, -8.29730, 0.47597], [12.00818, -9.70563, -1.51887], [11.00901, -14.97897, 1.12914], [10.46586, -13.62161, 1.67230], [11.18975, -12.38207, 1.11580], [9.15159, -13.48850, 1.35161], [11.10392, -15.01138, 0.04376], [10.28561, -15.74021, 1.42121], [11.95680, -15.25622, 1.59057], [10.48271, -13.60601, 2.76206], [11.08149, -12.31702, 0.03314], [12.24363, -12.34060, 1.39098], [10.81796, -11.43034, 1.49537], [8.80368, -14.18968, 0.79582], [8.64123, -9.90054, 3.28921], [7.96523, -9.64090, 4.67578], [8.83136, -8.87199, 5.65234], [6.83059, -8.81146, 4.40719], [9.15205, -9.04699, 2.84354], [7.91787, -10.18862, 2.52642], [9.29404, -10.75779, 3.45370], [7.63966, -10.55196, 5.17785], [8.30373, -8.74701, 6.59790], [9.07207, -7.89174, 5.24091], [9.80390, -9.28075, 5.92652], [6.44048, -8.67962, 5.27438], [6.84827, -6.95884, 1.46388], [7.95079, -6.13457, 2.22940], [7.98551, -4.64164, 1.83970], [7.60526, -6.16578, 3.54927], [6.84815, -6.87020, 0.37749], [5.84777, -6.74974, 1.84253], [6.96316, -8.01532, 1.70625], [8.90079, -6.66710, 2.27428], [7.05558, -4.12791, 1.59594], [8.64474, -4.51064, 0.98159], [8.48431, -3.98084, 2.54868], [7.24849, -7.05363, 3.62700], [10.78325, -12.04323, 5.68716], [12.00668, -12.92465, 6.03151], [11.85962, -13.81044, 7.30002], [12.18541, -13.70010, 4.87642], [11.00169, -11.45928, 4.79307], [10.36965, -11.55137, 6.56756], [10.04622, -12.79602, 5.40750], [12.90832, -12.32823, 6.17096], [11.49915, -13.05690, 8.00026], [12.79388, -14.26458, 7.63021], [11.03769, -14.52015, 7.20596], [11.48974, -14.36164, 4.87919], [12.42704, -2.72999, -0.03796], [12.15245, -3.88858, 0.92736], [11.15652, -4.69285, 0.33823], [12.89979, -3.05355, -0.96528], [13.05188, -1.90006, 0.29204], [11.45277, -2.38660, -0.38580], [11.87544, -3.50348, 1.90871], [13.05083, -4.49074, 1.06307], [10.90687, -5.37415, 0.96681], [12.02712, -9.93710, 8.66352], [12.64701, -9.04458, 7.61207], [11.77025, -7.90227, 7.55919], [10.99515, -10.24596, 8.49701], [12.00793, -9.40705, 9.61577], [12.62519, -10.80996, 8.92533], [12.73438, -9.52328, 6.63672], [13.62891, -8.63681, 7.85227], [12.17808, -7.21021, 7.03352], [15.01192, -3.57080, 3.91177], [15.26303, -5.08485, 4.02819], [15.01423, -5.70413, 5.30797], [15.42327, -3.09174, 3.02330], [15.40484, -3.03865, 4.77810], [13.95056, -3.36227, 3.77705], [16.32475, -5.17128, 3.79714], [14.66250, -5.61178, 3.28670], [14.06627, -5.77522, 5.44181], [15.06973, -10.40007, 4.28485], [14.46881, -11.39938, 3.23382], [13.06000, -11.44386, 3.38466], [14.85788, -10.65142, 5.32410], [14.61163, -9.41526, 4.19331], [16.13450, -10.30612, 4.07148], [14.91663, -12.37002, 3.44693], [14.80475, -11.12693, 2.23332], [12.81215, -12.13008, 4.00858]]
}

---

On energetic grounds, arrangement b is preferred over the next structure by 0.1712 hartree.

---

Arrangement a

{
  "formula": "C3H5BrN2",
  "method": "wB97M-V/def2-TZVPD",
  "e_lumo_ev": 0.30,
  "homo_ev": -9.18,
  "symbols": ["C", "C", "C", "N", "N", "Br", "H", "H", "H", "H", "H"],
  "xyz": [[0.97676, 1.31848, 0.67678], [-0.48929, -0.87102, 0.02280], [-0.39460, 1.01148, 0.74060], [2.08625, 1.52305, 0.52871], [0.48310, -1.33294, -0.89194], [-1.37672, 1.97078, -0.74447], [-0.27426, -1.38595, 1.08896], [-1.47733, -0.96429, -0.18851], [-1.02699, 1.11581, 1.54980], [0.06966, -1.33119, -1.83366], [1.42341, -1.05420, -0.94908]]
}

---

Arrangement b

{
  "formula": "C3H5BrN2",
  "method": "wB97M-V/def2-TZVPD",
  "e_lumo_ev": 0.86,
  "homo_ev": -8.01,
  "smiles": "N/C=C/Br.C#N",
  "symbols": ["N", "C", "C", "Br", "H", "H", "H", "H", "C", "N", "H"],
  "xyz": [[0.73646, -0.34655, -1.82343], [0.69060, -1.28464, -0.76310], [0.60627, -0.75385, 0.43752], [0.67454, -1.64846, 2.08780], [0.44846, 0.59304, -1.61379], [0.23784, -0.67432, -2.65213], [0.53969, -2.31108, -1.07388], [0.29779, 0.26840, 0.55404], [-1.44709, 2.06748, 1.64329], [-1.03975, 1.81566, 0.59077], [-1.74480, 2.27431, 2.61289]]
}

---

Arrangement c

{
  "formula": "C3H5BrN2",
  "method": "wB97M-V/def2-TZVPD",
  "e_lumo_ev": -0.95,
  "homo_ev": -9.26,
  "symbols": ["C", "C", "C", "N", "N", "Br", "H", "H", "H", "H", "H"],
  "xyz": [[-0.51741, 0.07349, 0.04495], [-1.65830, 0.74875, -0.02920], [0.15401, -1.16295, 0.07452], [0.10102, 1.37051, 0.18859], [-1.18618, 2.10463, -0.03579], [-4.01147, -0.08469, 0.03067], [0.42412, -1.42992, 1.13091], [-0.49546, -2.01346, -0.41482], [1.03133, -0.88370, -0.61534], [0.68623, 1.56599, -0.61210], [-1.32362, 2.61172, 0.79381]]
}

---

On energetic grounds, arrangement b is preferred over the next structure by 0.0231 hartree.

---

Arrangement a

{
  "formula": "C5H7IS",
  "method": "wB97M-V/def2-TZVPD",
  "e_lumo_ev": 0.31,
  "homo_ev": -8.72,
  "smiles": "Ic1cccs1.C",
  "symbols": ["I", "C", "C", "C", "C", "S", "H", "H", "H", "C", "H", "H", "H", "H"],
  "xyz": [[3.58633, -0.18269, -0.17112], [1.83012, 0.97014, 0.12900], [1.28484, 1.46534, 1.31804], [0.11802, 2.15680, 1.12234], [-0.26557, 2.29500, -0.15334], [0.95696, 1.58757, -1.20719], [1.71535, 1.13281, 2.28421], [-0.45079, 2.66936, 2.00474], [-1.11159, 2.70922, -0.72645], [-0.43635, -1.90322, 0.33872], [-1.24762, -2.27129, -0.13966], [-0.44914, -2.34698, 1.28242], [-0.60781, -0.82313, 0.48989], [0.51928, -2.25158, -0.14835]]
}

---

Arrangement b

{
  "formula": "C5H7IS",
  "method": "wB97M-V/def2-TZVPD",
  "e_lumo_ev": 0.31,
  "homo_ev": -8.27,
  "smiles": "C[C@H]1SC=C[C@@H]1I",
  "symbols": ["C", "C", "S", "C", "C", "C", "I", "H", "H", "H", "H", "H", "H", "H"],
  "xyz": [[0.72345, 0.77500, 0.86103], [0.57959, 0.71757, -0.63519], [1.37712, -0.81582, -1.35059], [-0.11580, -1.74197, -1.39429], [-1.19760, -1.09557, -0.97428], [-1.12336, 0.36372, -0.69964], [-2.07118, 1.53488, -2.25505], [0.70269, -0.16051, 1.34505], [0.05429, 1.40266, 1.27861], [1.78550, 1.17452, 1.17170], [0.88881, 1.50119, -1.43286], [0.07942, -2.69142, -1.72394], [-2.04090, -1.77545, -1.02662], [-1.45007, 0.62072, 0.22345]]
}

---

On energetic grounds, arrangement a is preferred over the next structure by 0.0254 hartree.